Entry from the OMol25 dataset: C4H10FKO2 as an isolated structure at a distorted geometry (the ωB97M-V functional and the def2-TZVPD basis).

- net charge = -2
- orbital gap (eV) = 4.53
- HOMO (eV) = 0.06
- spin multiplicity = 1

Atoms and positions in Å:
K 0.56 2.49 -0.70
C 3.43 -1.89 -0.08
C 3.27 -0.43 0.32
O 2.22 0.25 -0.23
H 3.52 -1.96 -1.17
H 2.57 -2.44 0.29
H 4.25 -2.41 0.42
H 4.22 0.10 0.25
H 3.14 -0.42 1.40
C -3.78 -0.07 0.20
C -3.07 1.27 0.54
O -1.65 1.21 0.49
H -3.43 -0.90 0.82
H -3.65 -0.30 -0.86
H -4.86 -0.01 0.35
H -3.39 1.54 1.54
H -3.55 1.99 -0.13
F 0.20 1.97 -3.46



Entry from the OMol25 dataset: a single C5H7NO molecule (the ωB97M-V functional and the def2-TZVPD basis).

- structure (SMILES) = O=C[C@H]1[C@H]2CCN21
- net charge = 0
- orbital gap (eV) = 10.46
- HOMO (eV) = -9.56
- spin multiplicity = 1
- ΔE to the lowest compared entry with this formula, charge and spin (kJ/mol) = 267.07

Atoms and positions in Å:
O 2.01 0.63 1.20
C 1.19 1.26 0.58
C 0.55 0.82 -0.71
C 0.12 -0.55 -1.03
C -0.30 -1.34 0.20
C -1.21 -0.14 0.53
N -0.89 0.54 -0.77
H 0.85 2.26 0.93
H 0.87 1.43 -1.55
H 0.27 -0.96 -2.02
H 0.48 -1.61 0.91
H -0.87 -2.23 -0.08
H -0.91 0.45 1.40
H -2.28 -0.35 0.60



Question: Which of these has the lowest HOMO?
Answer: C5H7NO